1.
DFT (ωB97M-V/def2-TZVPD) results for a 11-piece molecular cluster, H22O11 overall at a distorted geometry.

Calculated values
SMILES = O.O.O.O.O.O.O.O.O.O.O
Maximum force = 6.49 eV/A
HOMO-LUMO gap = 9.548 eV
E_LUMO = -0.34 eV
Energy = -840.68504 Ha
Total charge = 0
Energy relative to the best compared isomer or geometry (same formula, charge and spin) = 5.309 eV

XYZ file:
```
33
Properties=species:S:1:pos:R:3:forces:R:3:nbo_charge:R:1
O -0.038057 0.245814 -0.454048 2.03 2.66 5.56 -0.934
H 0.511881 -0.118283 0.248798 0.14 -0.05 0.49 0.474
H 0.183634 1.183768 -0.463213 0.20 0.25 0.12 0.465
O -3.871393 0.170380 -1.425851 0.33 -0.49 -0.23 -0.916
H -4.435617 -0.575078 -1.191474 -0.15 0.07 -0.19 0.464
H -3.019408 -0.233889 -1.625044 -0.13 -0.12 0.06 0.451
O 4.629253 -0.571153 -1.690966 0.30 0.69 -0.52 -0.953
H 5.147390 -0.193833 -0.971137 -0.06 -0.14 -0.13 0.459
H 3.783483 -0.787777 -1.282632 0.38 0.11 0.07 0.479
O -4.812121 1.411942 0.627700 -0.78 0.00 0.57 -0.935
H -4.340841 0.571445 0.648936 0.11 0.53 -0.16 0.460
H -4.492632 1.879712 1.407512 0.04 -0.03 -0.23 0.471
O -2.266766 1.438356 1.559575 0.23 -0.30 0.43 -0.946
H -2.428910 0.811868 2.273866 0.10 0.16 0.13 0.457
H -1.725306 0.944887 0.933237 0.21 0.05 -0.34 0.484
O 3.263106 -2.000798 -0.146908 -0.64 -0.53 0.69 -0.955
H 2.979254 -2.307201 0.721732 -0.04 -0.13 -0.06 0.481
H 2.728712 -2.514510 -0.762954 -0.03 -0.09 0.00 0.488
O 3.243997 -0.222909 2.832781 0.01 0.03 -0.17 -0.929
H 3.638415 0.591348 2.500500 -0.01 -0.07 0.08 0.468
H 2.978308 -0.696710 2.036595 -0.02 0.16 0.10 0.461
O -0.385066 -1.887182 1.732421 0.09 0.14 0.59 -0.937
H -0.844033 -2.734730 1.730945 0.18 0.19 -0.18 0.472
H -1.094760 -1.236112 1.694576 0.13 -0.11 -0.12 0.463
O -0.701852 -0.510867 -2.012814 -2.46 -2.58 -5.37 -0.911
H -0.300691 -0.846388 -2.822435 -0.22 -0.24 -0.50 0.466
H -1.435139 0.032755 -2.322258 0.20 0.21 -0.41 0.450
O 2.518998 5.203658 -0.633695 0.10 -0.12 0.15 -0.932
H 3.059343 5.586784 0.066470 -0.07 0.03 -0.08 0.468
H 2.606813 4.252642 -0.503900 -0.02 0.09 -0.08 0.465
O -1.495997 -2.972387 -0.545327 -0.41 -0.31 0.02 -0.929
H -2.021206 -3.630842 -0.076731 -0.02 -0.12 -0.18 0.457
H -2.151496 -2.418680 -0.984327 0.28 0.08 -0.11 0.472
```
Positions in Å, forces in eV/Å.

=====

2.
DFT (ωB97M-V/def2-TZVPD) results for C20H27BiN3S2 as an isolated structure at a distorted geometry.

Calculated values
Maximum force = 1.63 eV/A
HOMO-LUMO gap = 6.351 eV
E_LUMO = -11.53 eV
Energy = -1952.53468 Ha
Total charge = +3

XYZ file:
```
53
Properties=species:S:1:pos:R:3:forces:R:3:nbo_charge:R:1
Bi -0.166995 0.116485 -0.370622 -0.37 -0.15 0.31 1.791
S -2.225403 2.395017 -0.569875 0.05 -0.57 -1.01 0.283
S -2.071506 -2.378978 -0.427610 -0.05 0.35 -0.78 0.304
C -3.991744 2.137345 -0.938127 -0.30 -0.39 0.73 -0.735
C -1.618744 2.398223 -2.317407 -0.06 0.56 0.39 -0.534
C -1.982038 1.187224 -3.164219 0.34 -0.12 -0.31 -0.253
N -1.390103 -0.053965 -2.614301 -0.07 -0.15 -0.07 -0.702
C -2.013825 -1.316920 -3.069120 0.23 0.04 -0.50 -0.250
C -1.591077 -2.489753 -2.192993 0.02 -0.38 0.21 -0.541
H -0.529198 2.534684 -2.227255 -0.17 0.07 -0.29 0.219
H -2.041009 3.317280 -2.755721 0.31 -0.32 0.02 0.286
H -1.569868 1.334883 -4.176204 -0.41 0.22 0.20 0.243
H -3.070230 1.076373 -3.246378 0.35 -0.05 -0.02 0.235
H -1.671584 -1.515963 -4.101105 -0.36 -0.15 0.31 0.241
H -3.106735 -1.207256 -3.096639 0.39 0.04 0.04 0.231
H -0.500855 -2.618176 -2.179323 -0.09 -0.05 -0.27 0.219
H -2.037751 -3.430213 -2.560285 0.29 0.37 0.04 0.285
C -3.867451 -2.324516 -0.719925 -0.37 0.52 0.78 -0.738
H -0.411012 -0.088510 -2.917809 -0.37 0.03 -0.54 0.368
H -4.138728 -1.395760 -1.233484 -0.01 -0.32 0.17 0.222
H -4.322536 -2.329390 0.279455 0.00 0.02 -0.34 0.273
H -4.238561 -3.200757 -1.273307 0.52 0.19 0.14 0.277
H -4.487867 2.159839 0.040425 0.00 -0.03 -0.31 0.273
H -4.158942 1.158600 -1.401241 0.03 0.32 0.15 0.221
H -4.411234 2.943780 -1.558054 0.48 -0.15 0.17 0.277
C 2.970451 0.144228 -1.400310 0.02 0.06 -0.73 -0.452
C 3.335581 0.222596 -0.122799 0.62 0.09 0.60 -0.335
H 2.857707 1.040616 -2.024708 -0.16 -0.25 0.36 0.230
H 2.995177 -0.802967 -1.951303 -0.06 0.23 0.29 0.228
H 3.466619 1.176252 0.405468 -0.14 -0.27 -0.39 0.213
H 3.692378 -0.647369 0.446318 -0.39 0.21 -0.33 0.216
C 1.978350 -3.375512 1.556412 0.56 0.35 0.56 -0.225
C 1.196003 -2.567110 0.741161 -0.49 0.67 0.60 0.091
N 0.895041 -1.303813 1.099670 0.03 -0.24 0.08 -0.649
C 1.431065 -0.719750 2.224083 -0.03 -0.89 -1.00 0.238
C 2.266031 -1.473688 3.062196 -0.24 1.36 -0.32 -0.093
C 2.527149 -2.808417 2.712526 -0.13 -0.76 0.07 -0.036
C 2.911357 -0.748775 4.123965 -0.03 1.02 0.47 -0.133
C 2.816784 0.634249 4.230914 0.50 -0.84 0.20 -0.146
C 2.112554 1.429164 3.260262 -0.51 -1.36 -0.34 -0.064
C 2.180314 2.828717 3.130920 -0.42 0.33 0.01 -0.031
C 1.525728 3.492630 2.088450 0.61 -0.69 0.45 -0.223
C 0.828400 2.729248 1.162632 -0.48 -1.00 0.35 0.094
N 0.708712 1.388390 1.312972 0.11 0.44 0.28 -0.645
C 1.347334 0.707240 2.330909 -0.14 1.24 -1.04 0.150
H 2.172383 -4.396168 1.240844 0.10 0.14 0.23 0.280
H 0.779037 -2.938717 -0.201683 0.14 0.12 0.42 0.220
H 3.179477 -3.365805 3.397473 -0.28 -0.04 -0.51 0.271
H 3.486633 -1.361531 4.818112 0.00 0.50 0.05 0.265
H 3.318525 1.216112 5.009549 0.04 -0.62 -0.08 0.265
H 2.750109 3.342905 3.898853 -0.04 0.31 -0.25 0.269
H 1.571200 4.555501 1.934168 0.14 0.24 0.21 0.279
H 0.314875 3.192224 0.304044 0.29 -0.27 0.54 0.228
```
Positions in Å, forces in eV/Å.

=====

3.
DFT (ωB97M-V/def2-TZVPD) results for the molecule C4H6BrNO at a distorted geometry.

Calculated values
SMILES = [H]/N=C/OC1(Br)CC1
Maximum force = 5.87 eV/A
HOMO-LUMO gap = 10.569 eV
E_LUMO = 0.73 eV
Energy = -2859.91284 Ha
Total charge = 0
Energy relative to the best compared isomer or geometry (same formula, charge and spin) = 2.632 eV

XYZ file:
```
13
Properties=species:S:1:pos:R:3:forces:R:3:nbo_charge:R:1
H 0.688609 2.898165 -1.256787 0.16 3.05 -0.88 0.337
N 0.764227 1.975358 -1.009576 -1.78 -2.93 4.77 -0.644
C 0.482391 1.891793 0.285788 3.21 1.29 -3.87 0.390
O 0.467351 0.710092 0.898282 0.37 -0.68 0.08 -0.496
C -0.364215 -0.195116 0.329771 -1.73 -2.39 1.38 0.245
Br -2.183542 0.544535 0.433490 -0.02 -0.49 0.12 -0.019
C -0.078251 -1.707664 0.666710 -0.14 0.32 1.53 -0.429
C -0.216149 -1.236884 -0.671225 2.05 -0.98 -4.24 -0.467
H 0.611267 2.664333 1.054157 -0.62 0.28 -0.54 0.170
H -0.728673 -2.500513 1.023877 -0.29 0.68 0.35 0.226
H 0.958380 -1.886490 0.834396 0.60 0.09 1.00 0.218
H 0.600732 -1.482208 -1.381685 0.19 1.25 0.74 0.232
H -1.002130 -1.675399 -1.207200 -2.00 0.52 -0.43 0.238
```
Positions in Å, forces in eV/Å.

=====

4.
DFT (ωB97M-V/def2-TZVPD) results for C8H20N2 as an isolated structure at a distorted geometry.

Calculated values
Maximum force = 3.96 eV/A
HOMO-LUMO gap = 8.369 eV
E_LUMO = 0.91 eV
Energy = -426.21132 Ha
Total charge = 0
Energy relative to the best compared isomer or geometry (same formula, charge and spin) = 3.063 eV

XYZ file:
```
30
Properties=species:S:1:pos:R:3:forces:R:3:nbo_charge:R:1
C -0.452853 -1.424842 0.250030 0.20 0.00 -0.33 -0.236
C -1.934643 -1.413914 -0.143569 0.27 0.15 -0.06 -0.611
C 0.186745 -2.738807 -0.210050 -0.15 0.14 0.08 -0.606
C 0.365924 -0.213856 -0.296022 -1.22 0.88 0.74 0.298
N 0.358127 -0.246640 -1.733164 0.11 -0.12 -0.09 -0.859
C 1.806087 -0.192005 0.177824 -1.09 3.34 0.42 -0.403
H -0.390847 -1.391140 1.340838 0.00 0.07 0.01 0.201
H -0.562192 -0.143838 -2.136032 0.02 0.04 0.03 0.364
H 0.984748 0.437842 -2.133892 -0.06 0.05 0.01 0.368
H -2.428157 -2.296885 0.265466 -0.05 0.06 0.03 0.214
H 0.225507 -2.780545 -1.297586 0.01 -0.01 -0.02 0.220
H -2.057418 -1.454425 -1.227183 0.02 -0.07 -0.08 0.197
H -2.453343 -0.522690 0.205008 -0.04 -0.02 0.12 0.205
H 1.202195 -2.830292 0.170104 0.08 -0.10 0.02 0.208
H -0.404591 -3.584169 0.145646 0.08 -0.05 0.05 0.203
H 2.448715 -0.721215 -0.520452 0.40 0.40 0.06 0.216
H 1.923339 -0.556663 1.196430 0.11 0.06 -0.02 0.199
C 2.008987 1.724384 0.179021 2.90 -2.69 -0.06 -0.563
C -1.129854 1.899442 -0.519710 0.29 -0.64 0.21 -0.411
C -0.468179 1.171609 1.671550 0.22 -0.09 -0.74 -0.417
N -0.156633 1.139927 0.248589 -1.94 -1.44 -0.51 -0.479
H -1.087914 2.935514 -0.175010 -0.15 0.03 0.01 0.197
H -1.438490 0.715225 1.901067 -0.07 0.04 0.17 0.173
H 1.518896 2.612608 0.576445 -0.84 -0.80 0.29 0.198
H 2.952519 1.723207 0.710442 0.88 0.22 -0.35 0.175
H 2.177522 1.878873 -0.879601 0.21 0.22 -0.13 0.185
H -2.151145 1.509728 -0.417581 -0.21 0.27 0.00 0.164
H -0.873997 1.895006 -1.577370 0.03 0.06 0.00 0.198
H 0.310037 0.654412 2.227794 0.03 -0.02 0.11 0.204
H -0.479092 2.214150 2.000968 -0.05 0.00 0.05 0.197
```
Positions in Å, forces in eV/Å.